(1)
Entry from the OMol25 dataset: a molecular structure, C34H27BrF4IrN7O4PS2 at a distorted geometry (ωB97M-V with the def2-TZVPD basis set).

```
81
Properties=species:S:1:pos:R:3
Ir -1.055 0.959 0.013
O 2.510 -5.074 -3.862
C 1.863 -5.702 -3.156
O 1.207 -6.308 -2.439
C 0.699 -3.174 -1.983
C -0.208 -3.385 -0.979
C -0.740 -2.236 -0.411
N -0.366 -1.012 -0.801
C 0.538 -0.874 -1.776
C 1.110 -1.960 -2.436
C 0.924 0.553 -2.114
O 1.646 0.786 -3.057
O 0.412 1.470 -1.344
H -0.511 -4.366 -0.647
H -1.492 -2.294 0.356
H 1.832 -1.792 -3.221
F 1.630 5.333 5.061
C 1.444 4.310 4.248
C 2.246 3.182 4.346
F 3.208 3.127 5.252
C 2.036 2.114 3.482
F 2.861 1.078 3.602
C 1.032 2.114 2.515
P 0.816 0.652 1.431
C 2.405 0.542 0.594
C 3.058 1.717 0.216
C 4.256 1.650 -0.471
C 4.806 0.415 -0.791
C 4.156 -0.754 -0.427
C 2.953 -0.695 0.259
C 0.691 -0.809 2.517
C -0.560 -1.377 2.749
C -0.708 -2.487 3.565
C 0.408 -3.053 4.161
C 1.662 -2.514 3.924
C 1.809 -1.405 3.106
C 0.260 3.277 2.429
Br -1.062 3.498 1.102
C 0.450 4.356 3.275
F -0.293 5.448 3.174
H 2.631 2.683 0.448
H 4.762 2.560 -0.757
H 5.743 0.366 -1.323
H 4.587 -1.714 -0.673
H 2.456 -1.613 0.543
H -1.413 -0.974 2.249
H -1.685 -2.924 3.719
H 0.303 -3.919 4.798
H 2.535 -2.958 4.379
H 2.798 -1.015 2.926
C -3.883 -0.232 4.439
C -4.094 -0.691 3.048
N -4.825 -1.686 2.660
N -4.685 -1.725 1.298
C -3.871 -0.774 0.820
S -3.363 -0.382 -0.726
N -3.486 -0.113 1.947
N -2.608 0.977 1.879
H -4.566 -0.774 5.089
H -4.083 0.834 4.538
H -2.860 -0.431 4.765
H -5.214 -2.395 0.757
H -2.142 1.067 2.783
H -3.149 1.829 1.705
C 0.421 2.875 -5.936
C -0.481 1.971 -5.180
C -0.868 0.710 -5.571
C -1.675 -0.037 -4.711
N -2.090 0.437 -3.529
C -1.735 1.651 -3.179
S -2.243 2.414 -1.707
N -0.944 2.399 -3.990
C -2.145 -1.404 -5.065
H 0.598 2.489 -6.935
H 1.372 2.941 -5.402
H -0.005 3.875 -6.009
H -0.535 0.310 -6.514
H -0.636 3.295 -3.619
H -1.655 -1.788 -5.955
H -3.221 -1.367 -5.243
H -1.983 -2.078 -4.226
```

For the LUMO energy (alpha / beta), the calculation gives -6.5 / -6.5 eV. The expectation value of S² is 0.759. The value obtained for the frontier orbital gap (alpha / beta) is 6.288 / 6.280 eV. The spin multiplicity is 2. The calculation puts the molar mass at 1040.86 g mol⁻¹. Its net charge is +2. The value obtained for the relative energy (zero: lowest compared OMol25 entry of this formula, charge and spin) is 41.75 kcal/mol.



(2)
Entry from the OMol25 dataset: a molecular structure, C6H24FIN2O11S at a distorted geometry (ωB97M-V with the def2-TZVPD basis set).

```
46
Properties=species:S:1:pos:R:3
F -2.873 -2.242 0.534
C -2.909 -0.944 0.080
C -1.731 -0.323 -0.721
C -1.757 1.074 -1.264
N -0.835 1.807 -2.024
S -1.648 3.257 -2.261
N -3.099 3.134 -1.464
C -3.040 1.848 -0.949
C -4.209 1.307 -0.134
C -4.152 -0.042 0.369
I -5.856 -0.849 1.528
H -0.815 -0.986 -0.893
H -5.068 1.999 0.044
O 2.073 1.961 -3.839
H 1.397 1.758 -3.163
H 1.840 2.842 -4.153
O 1.125 -1.598 -0.248
H 1.730 -0.858 -0.339
H 1.058 -1.726 0.708
O 0.157 -0.815 2.384
H -0.530 -0.623 1.736
H -0.333 -1.018 3.190
O -2.293 -1.282 3.163
H -2.379 -1.811 3.965
H -2.692 -1.831 2.476
O -0.801 -1.613 5.520
H -0.130 -2.038 6.070
H -1.412 -1.222 6.157
O 1.187 0.582 5.756
H 1.360 1.029 4.919
H 0.764 -0.248 5.496
O -4.313 -0.578 -3.064
H -4.096 -1.042 -3.880
H -3.634 -0.835 -2.430
O 3.774 -1.024 5.193
H 3.008 -0.714 5.695
H 3.459 -1.054 4.282
O 3.145 0.543 -6.572
H 2.843 -0.365 -6.448
H 2.955 0.970 -5.726
O 3.699 0.487 -1.129
H 3.321 0.430 -2.015
H 4.165 1.330 -1.119
O 6.002 0.260 -4.826
H 5.079 0.290 -5.108
H 6.466 0.774 -5.496
```

For the LUMO energy, the calculation gives -1.7 eV. The value obtained for the frontier orbital gap is 7.773 eV. The spin multiplicity is 1. The calculation puts the molar mass at 478.23 g mol⁻¹.



(3)
Entry from the OMol25 dataset: a molecular structure, C21H40BaP2 at a distorted geometry (ωB97M-V with the def2-TZVPD basis set).

```
64
Properties=species:S:1:pos:R:3
P 2.954 1.134 -1.920
P -0.414 -0.030 -3.619
C 2.435 0.430 -3.507
C 1.119 0.881 -4.163
H 2.525 -0.664 -3.445
H 3.261 0.755 -4.164
H 0.942 1.965 -4.059
H 1.213 0.667 -5.240
C 0.035 -1.588 -4.549
H -0.741 -2.342 -4.378
H 0.989 -2.012 -4.216
H 0.099 -1.374 -5.622
C -1.576 0.626 -4.859
H -1.422 0.131 -5.825
H -1.437 1.708 -4.958
H -2.588 0.417 -4.496
C 4.699 0.676 -1.668
H 4.973 0.811 -0.611
H 5.356 1.307 -2.284
H 4.880 -0.378 -1.936
C 3.028 2.896 -2.228
H 2.141 3.231 -2.776
H 3.920 3.077 -2.844
H 3.119 3.439 -1.280
Ba -2.218 1.852 0.729
C -0.215 -1.647 -1.533
C 0.765 -2.560 -1.690
C 2.153 -2.445 -1.183
C 2.291 -1.824 0.254
C 2.706 -0.456 0.293
C 2.086 0.671 -0.402
C 0.506 0.692 -0.657
C -0.333 -0.589 -0.442
C -0.088 1.538 2.425
H -1.177 -1.871 -2.033
H 0.564 -3.486 -2.256
H 2.849 -1.931 -1.894
H 2.541 -3.474 -1.126
H 1.370 -1.993 0.838
H 3.118 -2.352 0.765
H 3.501 -0.186 0.988
H 2.252 1.545 0.284
H 0.314 1.061 -1.695
H 0.150 1.516 0.018
H -0.130 -1.004 0.548
H -1.424 -0.341 -0.412
H -0.164 2.474 3.004
H 0.983 1.259 2.381
H -0.618 0.761 3.012
C -5.536 0.012 5.635
C -4.025 -0.067 5.369
C -3.330 0.598 6.566
C -3.664 -1.558 5.446
C -3.583 0.522 4.117
C -3.189 1.015 3.059
H -5.720 -0.453 6.613
H -6.114 -0.542 4.884
H -5.896 1.045 5.673
H -3.671 0.083 7.476
H -2.244 0.495 6.483
H -3.584 1.659 6.644
H -4.191 -2.151 4.694
H -2.584 -1.712 5.331
H -3.962 -1.918 6.439
```

For the LUMO energy, the calculation gives -0.8 eV. The value obtained for the frontier orbital gap is 3.835 eV. The spin multiplicity is 1. The calculation puts the molar mass at 491.83 g mol⁻¹. The value obtained for the relative energy (zero: lowest compared OMol25 entry of this formula, charge and spin) is 27.51 kcal/mol.